Entry 1:
Here is C12H33AlN3O3 as an isolated structure at a distorted geometry from the Open Molecules 2025 dataset. Energies are from wB97M-V/def2-TZVPD.

CARTESIAN COORDINATES (ANGSTROEM)
Al1 -0.471 -0.979 -0.463
C1 -4.583 0.583 1.776
C2 -3.990 0.692 0.355
C3 -2.779 1.693 0.403
O1 -1.899 1.560 -0.694
C4 -2.471 2.238 -1.818
N1 -3.540 -0.665 -0.050
H1 -3.955 0.121 2.542
H2 -5.518 0.023 1.770
H3 -4.845 1.529 2.257
H4 -4.624 1.041 -0.458
H5 -2.230 1.605 1.346
H6 -3.239 2.659 0.634
H7 -1.886 1.941 -2.690
H8 -2.234 3.306 -1.779
H9 -3.530 2.115 -2.038
H10 -4.288 -0.978 -0.666
H11 -3.489 -1.286 0.750
C5 2.338 1.856 -3.663
C6 1.724 1.098 -2.486
C7 1.505 2.089 -1.357
O2 1.208 1.259 -0.242
C8 1.070 2.049 0.983
N2 0.488 0.339 -2.709
H12 1.688 2.714 -3.865
H13 2.328 1.308 -4.606
H14 3.338 2.238 -3.470
H15 2.527 0.427 -2.168
H16 0.608 2.669 -1.593
H17 2.391 2.674 -1.113
H18 1.122 1.366 1.827
H19 0.184 2.681 0.917
H20 1.867 2.780 1.141
H21 -0.076 0.823 -3.410
H22 0.732 -0.479 -3.270
C9 1.589 -4.534 2.552
C10 1.214 -3.153 2.010
C11 2.485 -2.357 1.752
O3 2.287 -1.164 0.996
C12 3.294 -0.203 1.027
N3 0.400 -3.393 0.787
H23 0.809 -5.287 2.655
H24 2.209 -4.559 3.449
H25 2.255 -4.906 1.763
H26 0.551 -2.634 2.705
H27 3.097 -2.865 0.995
H28 3.078 -2.131 2.638
H29 3.268 0.518 0.216
H30 4.251 -0.737 1.022
H31 3.306 0.404 1.941
H32 0.883 -4.188 0.353
H33 -0.449 -3.900 1.044

E_HOMO   -18.99 eV
Net charge   +3
ΔE to the lowest compared entry with this formula, charge and spin   187.15 kJ/mol
Total energy   -1108.184852 hartree
M   294.396 g/mol
LUMO level   -0.5482 Eh

Entry 2:
Here is C12H33AsF6NiO13S4 as an isolated structure at a distorted geometry from the Open Molecules 2025 dataset. Energies are from wB97M-V/def2-TZVPD.

CARTESIAN COORDINATES (ANGSTROEM)
Ni1 5.078 -16.046 15.111
As1 5.255 -13.291 17.438
F1 3.731 -13.731 18.245
F2 4.785 -14.263 15.998
F3 6.671 -12.719 16.541
F4 5.833 -12.406 18.844
F5 6.087 -14.719 18.126
F6 4.470 -11.799 16.820
O1 5.230 -17.752 14.272
H1 5.353 -18.677 14.029
O2 2.314 -13.919 13.044
S1 2.267 -15.280 13.490
O3 3.164 -15.755 14.543
O4 0.733 -15.675 13.958
C1 -0.359 -14.861 13.596
C2 -0.879 -14.300 14.899
C3 2.344 -16.372 12.005
H2 -1.129 -15.414 13.060
H3 0.032 -14.059 12.969
H4 -1.520 -15.098 15.276
H5 -1.550 -13.446 14.795
H6 -0.165 -14.023 15.674
H7 3.340 -16.468 11.578
H8 1.649 -15.881 11.325
H9 1.959 -17.275 12.475
O5 6.950 -16.138 16.074
S2 8.281 -16.505 16.526
O6 8.491 -17.613 17.407
O7 9.294 -16.750 15.157
C4 10.387 -17.613 15.360
C5 11.267 -17.690 14.068
C6 9.125 -15.038 17.131
H10 9.850 -18.532 15.600
H11 11.015 -17.406 16.228
H12 11.526 -16.687 13.728
H13 10.929 -18.357 13.277
H14 12.232 -18.102 14.368
H15 8.466 -14.781 17.962
H16 9.109 -14.285 16.346
H17 10.082 -15.326 17.563
O8 5.845 -14.934 13.532
S3 6.863 -14.237 12.760
O9 6.558 -13.387 11.649
O10 7.789 -13.397 13.811
C7 8.777 -12.557 13.199
C8 9.923 -12.286 14.226
C9 8.178 -15.460 12.221
H18 8.298 -11.620 12.916
H19 9.159 -13.004 12.281
H20 10.499 -13.175 14.476
H21 9.586 -11.692 15.076
H22 10.597 -11.558 13.770
H23 8.951 -15.502 12.989
H24 8.699 -15.187 11.305
H25 7.754 -16.463 12.252
O11 4.212 -16.571 16.801
S4 3.352 -17.480 17.582
O12 2.841 -18.713 17.053
O13 4.043 -17.696 19.036
C10 5.111 -18.581 19.023
C11 5.808 -18.614 20.449
C12 1.827 -16.609 18.125
H26 5.842 -18.226 18.293
H27 4.931 -19.613 18.718
H28 6.492 -17.768 20.514
H29 6.228 -19.581 20.717
H30 5.114 -18.401 21.264
H31 2.150 -15.730 18.681
H32 1.229 -17.358 18.639
H33 1.321 -16.361 17.192

E_HOMO (alpha / beta)   -8.37 / -8.24 eV
ΔE to the lowest compared entry with this formula, charge and spin   0.00 kJ/mol
Total energy   -7391.169806 hartree
Multiplicity   3
M   761.254 g/mol
LUMO level (alpha / beta)   0.0086 / 0.0086 Eh

Entry 3:
Here is C12H33Br4CaCl5FMgN4O11PS2 as an isolated structure at a distorted geometry from the Open Molecules 2025 dataset. Energies are from wB97M-V/def2-TZVPD.

CARTESIAN COORDINATES (ANGSTROEM)
O1 0.621 -1.390 3.612
P1 -0.496 -1.398 2.648
N1 0.285 -1.255 0.868
C1 1.338 -2.336 0.851
C2 2.166 -2.486 -0.426
C3 3.008 -3.793 -0.287
C4 2.683 -4.814 -1.406
S1 2.464 -6.499 -0.819
O2 1.103 -6.710 -0.452
O3 2.908 -7.333 -1.895
O4 3.441 -6.758 0.396
S2 -0.889 -1.549 -0.222
O5 -0.843 -2.798 -0.868
O6 -0.986 -0.391 -1.133
F1 -2.215 -1.502 0.538
H1 -1.050 -2.707 2.628
H2 -1.547 -0.373 2.961
H3 2.037 -2.120 1.658
H4 0.839 -3.281 1.085
H5 2.900 -1.667 -0.521
H6 1.581 -2.485 -1.347
H7 2.743 -4.257 0.667
H8 4.083 -3.600 -0.228
H9 3.519 -4.895 -2.090
H10 1.747 -4.549 -1.891
H11 2.967 -6.655 1.237
Ca1 0.251 1.244 -1.466
N2 -0.859 5.279 -1.230
O7 -0.146 4.217 -1.228
O8 -0.409 6.292 -0.733
O9 -1.980 5.239 -1.738
Br1 -2.418 -0.826 4.382
N3 4.425 1.931 -0.454
H12 3.892 2.803 -0.551
H13 4.843 1.682 -1.356
H14 5.171 2.078 0.236
H15 3.815 1.176 -0.138
C5 4.414 -7.021 -4.605
Br2 2.713 -6.488 -5.293
Br3 5.397 -8.109 -5.900
Br4 5.456 -5.514 -3.998
H16 4.230 -7.652 -3.742
C6 -5.282 3.132 2.753
C7 -4.531 4.410 2.382
C8 -3.714 4.289 1.089
O10 -2.503 3.546 1.220
C9 -2.658 2.153 1.187
N4 -3.702 4.819 3.521
H17 -4.621 2.385 3.197
H18 -6.056 3.343 3.487
H19 -5.768 2.689 1.880
H20 -5.275 5.188 2.212
H21 -3.404 5.291 0.788
H22 -4.320 3.888 0.267
H23 -3.458 1.838 0.508
H24 -2.830 1.745 2.186
H25 -1.703 1.738 0.825
H26 -3.288 5.726 3.322
H27 -2.903 4.192 3.567
C10 7.365 -1.889 0.265
Cl1 6.564 -3.257 -0.516
Cl2 6.335 -0.434 0.166
Cl3 7.732 -2.252 1.934
H28 8.292 -1.685 -0.255
C11 -2.435 3.069 -4.405
O11 -1.126 3.131 -4.333
H29 -2.913 2.115 -4.107
H30 -2.970 3.828 -3.757
H31 -2.873 3.296 -5.405
C12 -7.759 6.484 3.242
Cl4 -7.725 7.964 2.281
Cl5 -7.886 5.044 2.220
H32 -6.841 6.420 3.818
H33 -8.616 6.515 3.904
Mg1 7.665 -7.448 -7.194

E_HOMO   -10.85 eV
Net charge   +2
Total energy   -16234.897953 hartree
M   1084.783 g/mol
LUMO level   -0.3628 Eh

Entry 4:
Here is C12H33CrN3O11S2 as an isolated structure at a distorted geometry from the Open Molecules 2025 dataset. Energies are from wB97M-V/def2-TZVPD.

CARTESIAN COORDINATES (ANGSTROEM)
Cr1 -0.344 -1.150 1.794
S1 -2.300 -0.002 3.276
O1 -3.090 1.166 3.045
O2 -2.632 -0.643 4.538
O3 -2.355 -0.972 2.186
O4 -0.879 0.301 3.194
S2 1.819 -2.166 2.986
O5 2.448 -3.350 2.457
O6 2.465 -1.696 4.189
O7 1.678 -1.098 1.981
O8 0.411 -2.442 3.204
C1 2.027 3.895 0.588
C2 0.979 3.454 1.596
C3 -0.369 4.019 1.160
O9 -0.427 5.419 1.222
C4 -1.552 5.951 0.463
N1 0.995 1.975 1.652
H1 2.989 3.920 1.099
H2 1.856 4.915 0.246
H3 1.904 3.267 -0.295
H4 1.227 3.868 2.574
H5 -1.106 3.564 1.822
H6 -0.698 3.724 0.163
H7 -1.648 5.547 -0.545
H8 -1.608 7.038 0.529
H9 -2.498 5.682 0.934
H10 1.854 1.677 2.091
H11 0.226 1.739 2.263
C5 -1.276 1.433 -1.956
C6 -0.533 0.190 -1.378
C7 0.969 0.214 -1.808
O10 0.981 0.136 -3.166
C8 2.222 -0.218 -3.774
N2 -0.637 0.289 0.087
H12 -1.552 1.266 -2.997
H13 -0.631 2.311 -1.958
H14 -2.156 1.717 -1.378
H15 -1.013 -0.732 -1.707
H16 1.452 -0.643 -1.338
H17 1.525 1.087 -1.468
H18 3.057 0.425 -3.499
H19 2.251 -0.123 -4.860
H20 2.541 -1.222 -3.495
H21 -1.560 0.616 0.334
H22 -0.154 1.164 0.231
C9 -0.466 -5.073 1.042
C10 -0.061 -3.893 0.087
C11 -0.204 -4.255 -1.421
O11 0.323 -3.181 -2.142
C12 -0.257 -2.992 -3.447
N3 -0.821 -2.728 0.278
H23 -1.519 -5.346 0.973
H24 -0.314 -4.782 2.081
H25 0.174 -5.946 0.918
H26 0.976 -3.615 0.272
H27 -1.257 -4.498 -1.561
H28 0.351 -5.178 -1.592
H29 -0.133 -3.743 -4.228
H30 0.111 -2.065 -3.887
H31 -1.328 -2.986 -3.248
H32 -0.640 -2.240 -0.588
H33 -1.791 -2.993 0.180

E_HOMO (alpha / beta)   0.87 / -1.93 eV
Net charge   -2
ΔE to the lowest compared entry with this formula, charge and spin   133.20 kJ/mol
Total energy   -3309.841751 hartree
Multiplicity   5
M   511.536 g/mol
LUMO level (alpha / beta)   0.1511 / 0.1509 Eh